C43H38NO9PTa | ωB97M-V/def2-TZVPD

Each line ends with the Mulliken charge.
Element x y z (Å)
Ta -0.93653 -0.21824 0.21219  1.08
C 2.08401 -6.36388 -0.23198  -0.73
O 2.28211 -5.94303 1.12099  -0.47
C 1.84913 -4.74014 1.47862  0.95
C 2.06736 -4.39266 2.83391  -1.20
C 1.65368 -3.18336 3.29958  -1.34
C 0.99031 -2.25778 2.45354  0.22
C 0.49996 -1.01086 2.93428  1.10
C 0.77067 -0.54434 4.33100  -1.88
O -0.22032 -0.24570 2.23033  0.15
C 0.80213 -2.62684 1.10051  -0.04
O 0.24229 -1.77053 0.25290  0.41
C 1.22552 -3.85251 0.60999  -0.16
H 2.48468 -7.37018 -0.28717  0.29
H 2.62358 -5.71109 -0.91962  0.33
H 1.02265 -6.36973 -0.48305  0.29
H 2.56196 -5.10982 3.47330  0.49
H 1.81906 -2.93492 4.33883  0.54
H 1.81905 -0.66905 4.59648  0.51
H 0.18075 -1.14281 5.03093  0.46
H 0.48212 0.50006 4.42482  -0.03
H 1.05327 -4.06672 -0.43556  0.11
N -2.53784 -1.31700 1.52169  -0.54
C -3.78950 -0.53150 1.51943  -0.66
C -3.45656 0.93810 1.36759  0.51
O -4.11900 1.84772 1.76062  -0.59
O -2.29928 1.09937 0.69548  -0.49
H -2.75797 -2.22378 1.09395  0.30
H -2.22753 -1.46273 2.47571  0.33
H -4.39156 -0.69276 2.41034  0.51
H -4.36999 -0.83215 0.64511  0.27
C 5.07193 1.36897 -0.11855  -0.70
C 4.22338 0.28079 0.00555  -0.85
C 2.87121 0.48161 0.24863  -0.45
C 2.36317 1.77112 0.37417  -0.30
C 3.22358 2.86276 0.24018  -0.31
C 4.57126 2.66046 -0.00374  -0.75
P 0.60797 2.01815 0.73553  2.75
C 0.54165 2.61208 2.45551  0.76
C -0.70337 2.76789 3.07380  -0.18
C -0.78488 3.16554 4.39777  -1.03
C 0.37465 3.39740 5.12820  -0.73
C 1.61211 3.23355 4.52710  -0.84
C 1.69781 2.84210 3.19667  -0.71
C 0.10064 3.38897 -0.33996  1.18
C 0.67333 3.51134 -1.60581  -0.99
C 0.23510 4.49422 -2.47909  -0.59
C -0.78086 5.35881 -2.09929  -0.73
C -1.35212 5.24478 -0.83985  -0.74
C -0.91497 4.26535 0.03931  -0.63
H 6.12487 1.21434 -0.31374  0.43
H 4.60826 -0.72521 -0.09800  0.50
H 2.21289 -0.37452 0.31761  0.45
H 2.83532 3.87097 0.32128  0.57
H 5.23182 3.51072 -0.10913  0.44
H -1.61403 2.58056 2.52190  0.15
H -1.75470 3.29546 4.85988  0.47
H 0.31071 3.70827 6.16269  0.42
H 2.51830 3.41329 5.09068  0.45
H 2.67182 2.71203 2.74435  0.38
H 1.46534 2.83938 -1.91429  0.31
H 0.68516 4.57669 -3.45977  0.46
H -1.12606 6.12267 -2.78356  0.43
H -2.14000 5.92139 -0.53616  0.48
H -1.36898 4.19756 1.01833  0.30
O -3.19925 -3.06519 -0.47299  -0.76
C -2.28967 -2.60056 -1.13716  -0.31
O -1.99558 -1.30171 -1.10232  -0.39
C -1.42301 -3.45766 -1.99020  0.59
C -1.69352 -4.82488 -2.02554  -0.63
C -0.87063 -5.67349 -2.74673  -0.69
C 0.22656 -5.16019 -3.42990  -0.45
C 0.49532 -3.79801 -3.39812  -0.71
C -0.32929 -2.94450 -2.68025  -0.08
H -2.55110 -5.20221 -1.48541  0.51
H -1.08824 -6.73286 -2.78673  0.45
H 0.86545 -5.82355 -3.99937  0.47
H 1.34023 -3.39322 -3.93954  0.49
H -0.11119 -1.88838 -2.66175  0.50
O 0.56335 0.17500 -3.39006  -0.65
C -0.34057 0.67685 -2.77755  0.29
O -0.36487 0.60135 -1.42610  1.44
C -1.45759 1.43990 -3.38693  0.64
C -1.52396 1.48705 -4.77702  -1.03
C -2.53710 2.19952 -5.39472  -0.66
C -3.48097 2.86956 -4.62624  -0.49
C -3.41200 2.82780 -3.24055  -1.14
C -2.40201 2.11237 -2.61765  0.15
H -0.77430 0.96320 -5.35455  0.50
H -2.59315 2.23420 -6.47442  0.43
H -4.27167 3.42785 -5.11042  0.44
H -4.14137 3.35786 -2.64204  0.47
H -2.34039 2.10332 -1.53865  0.50

Values from the calculation:
Calculated total energy: -75968.062 eV
F_max: 0.241 eV/Å
Energy above the lowest of the compared OMol25 structures with the same formula, charge and spin: 0.0 kJ/mol
Charge: +1
HOMO: -11.305 eV

=====

C5H12N2O2 | ωB97M-V/def2-TZVPD

Each line ends with the natural charge from an NBO analysis.
Element x y z (Å)
O 2.28058 -1.14552 -1.76657  -0.65
C 1.11182 -0.81579 -1.88739  0.28
C 0.80797 0.64423 -1.54450  -0.51
C -0.67371 0.92352 -1.13325  -0.44
C -0.72376 1.20241 0.35965  -0.31
N 1.33757 -0.98442 2.43021  -0.86
C 0.87144 0.23321 1.81069  0.10
N -0.22438 0.08266 1.15662  -0.60
H 0.34798 -1.47697 -2.28433  0.10
H 1.16235 1.29501 -2.36696  0.18
H 1.39814 0.86675 -0.65162  0.20
H -0.96551 1.87946 -1.62314  0.17
H -1.35487 0.12296 -1.41371  0.20
H -0.13815 2.11092 0.58576  0.15
H -1.71045 1.54520 0.67831  0.17
H 1.55841 -0.92541 3.40963  0.35
H 0.70096 -1.77132 2.26166  0.37
H 1.63032 0.99125 1.83549  0.14
H -3.23140 -1.53576 0.07562  0.44
H -1.80317 -1.27241 0.21509  0.50
O -2.38214 -1.96999 -0.14727  -0.97

Values from the calculation:
Calculated total energy: -12452.729 eV
⟨S²⟩: 0.75
Spin multiplicity: 2
F_max: 2.725 eV/Å
Energy above the lowest of the compared OMol25 structures with the same formula, charge and spin: 165.4 kJ/mol
Charge: -1
HOMO (alpha / beta): 0.895 / -4.723 eV

=====

C19H21AsFIN4O16P2SZr | ωB97M-V/def2-TZVPD

Each line ends with the Mulliken charge.
Element x y z (Å)
Zr 0.24001 -0.34679 -0.02264  0.13
N -0.55285 3.76037 -0.08393  -0.08
C -0.04979 3.11830 -1.36886  0.41
C 0.18171 4.11546 -2.48667  -1.79
P 1.40719 2.03832 -0.93276  1.18
O 2.71271 2.89865 -1.20267  -0.54
O 1.30861 0.80579 -1.77836  -0.47
O 1.23435 1.73906 0.54393  -0.82
P -1.33806 1.79889 -1.74289  0.51
O -2.64782 2.70841 -1.45611  -0.70
O -1.29264 1.21634 -3.07385  -0.81
O -1.17859 1.00359 -0.42578  0.62
H -0.20498 4.70805 0.03838  0.38
H -0.25219 3.17328 0.70956  0.05
H -1.57987 3.74786 -0.09873  0.42
H 0.99918 4.79857 -2.24887  0.40
H -0.72592 4.67843 -2.71277  0.45
H 0.45239 3.56316 -3.38704  0.41
H 3.34164 2.45468 -1.78904  0.35
H -3.39132 2.12005 -1.23457  0.36
O -3.47788 -2.68677 1.05781  -0.61
As -2.41131 -1.90900 -0.13227  1.26
O -1.24657 -1.27874 0.96369  -0.46
O -3.38718 -0.86672 -0.91168  -0.83
C -2.03896 -3.53070 -1.16403  -0.52
C -3.08653 -4.41477 -1.34432  -0.72
C -2.90430 -5.51951 -2.16919  -0.62
C -1.69624 -5.74253 -2.81789  -0.57
C -0.63817 -4.86257 -2.64765  -0.45
C -0.82435 -3.77573 -1.81508  0.35
S 0.41318 -2.57625 -1.54892  2.02
O 1.53004 -2.75939 -2.40792  -0.68
O 0.69833 -2.59639 -0.09808  -0.50
O -0.37270 -1.28999 -1.74150  -0.50
H -2.92610 -2.94964 1.80575  0.29
H -4.03111 -4.22666 -0.85628  0.49
H -3.71968 -6.21820 -2.30931  0.39
H -1.58643 -6.59454 -3.47660  0.40
H 0.31380 -4.99790 -3.14582  0.52
F 6.09360 1.21200 -1.55778  -0.39
C 5.85818 1.13330 -0.24182  0.29
C 5.00963 0.22763 0.23705  -0.34
N 4.69558 0.15096 1.58336  0.17
C 3.66807 -0.75661 2.08960  -1.39
C 2.39325 -0.70045 1.28850  1.68
O 1.28249 -0.70435 1.88965  -0.55
O 2.42017 -0.64759 0.02641  -0.44
C 5.32779 0.96664 2.51364  0.50
O 5.10473 0.92312 3.70453  -0.64
N 6.24480 1.84224 1.96721  -0.07
C 6.55759 2.06701 0.62313  0.29
O 7.33346 2.92826 0.28711  -0.61
H 4.51408 -0.47162 -0.42143  0.74
H 3.44406 -0.45660 3.10400  0.44
H 4.02285 -1.78931 2.10015  0.20
H 6.72685 2.42610 2.63410  0.22
I -1.01134 1.34002 2.69485  0.09
C -3.06740 0.94711 2.50819  0.35
C -3.64054 0.00877 3.35097  -0.51
C -4.99532 -0.22774 3.19841  -0.29
C -5.69795 0.46490 2.22585  -0.54
C -5.01729 1.38574 1.44950  -0.19
N -3.71345 1.64952 1.59963  -0.32
H -3.04392 -0.51408 4.08486  0.40
H -5.49330 -0.95186 3.83199  0.40
H -6.75354 0.29339 2.06167  0.39
H -5.53476 1.94902 0.67963  0.36

Values from the calculation:
Calculated total energy: -161126.381 eV
F_max: 2.905 eV/Å
HOMO: -9.128 eV

=====

C5H5N3O | ωB97M-V/def2-TZVPD

Each line ends with the natural charge from an NBO analysis.
Element x y z (Å)
O -0.03869 -1.43729 2.31035  -0.57
C -0.16947 -1.20292 1.14933  0.58
C -0.40997 -2.16518 0.06578  -0.08
N -0.75838 -1.48948 -1.01688  -0.19
N -0.88265 -0.07620 -0.76957  -0.09
N -0.42955 0.00835 0.59096  -0.28
C 0.28075 1.19589 0.72189  -0.28
C 0.70733 1.51204 -0.62526  -0.24
C -0.08811 0.85731 -1.53534  -0.04
H -0.22905 -3.24925 -0.06161  0.24
H 1.01854 1.26600 1.75663  0.25
H -0.53046 1.93962 0.97967  0.21
H 1.75616 2.03392 -0.99143  0.26
H -0.22645 0.80720 -2.57453  0.24

Values from the calculation:
Calculated total energy: -11779.589 eV
F_max: 6.009 eV/Å
Energy above the lowest of the compared OMol25 structures with the same formula, charge and spin: 398.6 kJ/mol
Structure (SMILES): O=c1cnn2n1CC=C2
HOMO: -8.756 eV